Below is a cluster of 10 separate species, C56H125F2N7O8S2 in total in a non-equilibrium geometry, with properties calculated with ωB97M-V/def2-TZVPD.

```
! RIJCOSX wB97M-V def2-TZVPD def2/J DEFGRID3
* xyz 2 1
C -25.08 -7.99 -10.87
C -26.39 -7.31 -10.46
C -27.44 -7.61 -11.56
O -26.75 -7.37 -9.13
H -24.65 -7.35 -11.63
H -25.30 -9.05 -11.12
H -24.44 -8.26 -10.02
H -26.27 -6.22 -10.67
H -27.11 -7.38 -12.58
H -28.26 -6.94 -11.32
H -27.75 -8.66 -11.48
C -32.86 -9.00 -11.11
C -32.50 -8.94 -12.61
C -30.98 -8.99 -12.86
O -33.16 -9.75 -13.43
H -32.74 -10.01 -10.68
H -33.89 -8.72 -10.90
H -32.15 -8.38 -10.53
H -32.75 -7.86 -12.86
H -30.50 -9.97 -12.91
H -30.42 -8.30 -12.20
H -30.89 -8.50 -13.83
C -26.81 -16.92 -15.17
C -27.52 -15.64 -14.76
C -26.67 -14.39 -15.04
N -27.36 -13.08 -14.83
C -28.08 -12.75 -16.10
C -26.37 -12.00 -14.51
C -27.06 -10.97 -13.61
C -28.47 -11.54 -13.43
C -28.35 -13.04 -13.66
H -26.19 -17.37 -14.39
H -26.20 -16.78 -16.06
H -27.58 -17.67 -15.36
H -27.71 -15.60 -13.68
H -28.50 -15.53 -15.22
H -26.32 -14.49 -16.07
H -25.74 -14.40 -14.47
H -28.84 -13.48 -16.34
H -27.30 -12.73 -16.87
H -28.36 -11.70 -16.10
H -25.89 -11.69 -15.44
H -25.60 -12.42 -13.86
H -27.14 -10.01 -14.12
H -26.53 -10.87 -12.67
H -29.16 -11.09 -14.14
H -28.90 -11.38 -12.45
H -29.24 -13.55 -14.01
H -27.81 -13.57 -12.89
C -28.79 -7.28 -21.08
C -28.33 -6.52 -19.85
C -28.11 -7.50 -18.71
N -27.86 -6.92 -17.34
C -26.66 -6.04 -17.40
C -27.64 -8.05 -16.36
C -28.78 -7.96 -15.33
C -29.26 -6.54 -15.42
C -29.07 -6.13 -16.88
H -29.76 -7.74 -20.94
H -28.06 -8.06 -21.35
H -28.83 -6.60 -21.93
H -29.08 -5.79 -19.56
H -27.40 -5.97 -20.02
H -27.23 -8.13 -18.91
H -28.92 -8.22 -18.62
H -25.83 -6.64 -17.76
H -26.38 -5.71 -16.40
H -26.80 -5.21 -18.08
H -26.64 -7.92 -15.94
H -27.61 -9.03 -16.82
H -28.42 -8.22 -14.33
H -29.54 -8.68 -15.62
H -28.65 -5.88 -14.79
H -30.27 -6.37 -15.05
H -28.82 -5.07 -16.92
H -29.99 -6.37 -17.42
C -23.59 -8.38 -3.15
C -23.58 -8.81 -4.63
C -22.17 -9.14 -5.05
N -22.02 -9.47 -6.54
C -22.62 -10.81 -6.78
C -20.57 -9.42 -6.98
C -20.62 -9.07 -8.45
C -21.99 -8.46 -8.74
C -22.65 -8.39 -7.37
H -23.27 -7.35 -3.00
H -22.94 -8.98 -2.50
H -24.55 -8.56 -2.66
H -23.93 -7.91 -5.14
H -24.21 -9.70 -4.66
H -21.92 -10.09 -4.58
H -21.41 -8.39 -4.82
H -22.52 -11.09 -7.83
H -23.68 -10.73 -6.57
H -22.08 -11.47 -6.12
H -20.06 -10.36 -6.75
H -20.14 -8.66 -6.33
H -20.40 -9.95 -9.07
H -19.75 -8.44 -8.67
H -22.50 -9.13 -9.45
H -21.96 -7.51 -9.27
H -23.74 -8.39 -7.34
H -22.30 -7.45 -6.94
C -29.96 -4.58 -12.38
C -30.66 -4.44 -11.04
C -29.90 -5.23 -9.97
N -30.55 -5.23 -8.60
C -31.83 -5.97 -8.67
C -30.79 -3.87 -8.04
C -30.94 -4.14 -6.55
C -29.84 -5.16 -6.23
C -29.61 -5.86 -7.59
H -29.83 -5.60 -12.74
H -28.93 -4.25 -12.24
H -30.38 -3.92 -13.14
H -31.69 -4.79 -11.06
H -30.72 -3.39 -10.73
H -28.84 -5.00 -9.82
H -29.99 -6.28 -10.25
H -31.66 -7.00 -8.99
H -32.44 -5.53 -9.45
H -32.38 -5.92 -7.74
H -31.64 -3.36 -8.50
H -29.96 -3.19 -8.24
H -31.93 -4.44 -6.22
H -30.84 -3.23 -5.95
H -30.10 -5.95 -5.52
H -28.98 -4.60 -5.86
H -29.79 -6.92 -7.69
H -28.57 -5.69 -7.87
C -25.34 -2.61 -4.15
C -25.31 -2.51 -5.68
C -24.60 -3.72 -6.27
N -24.45 -3.81 -7.76
C -23.64 -5.02 -8.05
C -23.72 -2.60 -8.32
C -24.56 -2.07 -9.48
C -25.96 -2.46 -9.03
C -25.78 -3.86 -8.48
H -26.15 -2.00 -3.76
H -24.42 -2.22 -3.70
H -25.45 -3.64 -3.80
H -24.68 -1.65 -5.89
H -26.34 -2.47 -6.04
H -25.11 -4.65 -6.00
H -23.60 -3.77 -5.84
H -24.23 -5.89 -7.74
H -22.65 -4.92 -7.62
H -23.66 -5.16 -9.14
H -22.71 -2.91 -8.59
H -23.56 -1.83 -7.56
H -24.20 -2.59 -10.37
H -24.31 -1.03 -9.66
H -26.70 -2.35 -9.82
H -26.34 -1.81 -8.24
H -25.66 -4.52 -9.34
H -26.58 -4.13 -7.79
C -30.02 -10.93 -9.81
C -29.13 -10.12 -8.88
C -28.91 -10.94 -7.61
N -27.87 -10.40 -6.67
C -26.51 -10.70 -7.17
C -27.99 -10.98 -5.29
C -29.23 -10.32 -4.68
C -29.14 -8.90 -5.29
C -28.06 -8.95 -6.36
H -30.47 -10.21 -10.51
H -30.95 -11.30 -9.37
H -29.40 -11.61 -10.38
H -29.63 -9.20 -8.57
H -28.16 -9.94 -9.33
H -28.56 -11.95 -7.83
H -29.86 -11.02 -7.08
H -26.34 -11.78 -7.16
H -25.82 -10.20 -6.49
H -26.40 -10.25 -8.16
H -27.12 -10.63 -4.74
H -28.06 -12.06 -5.37
H -29.01 -10.30 -3.61
H -30.15 -10.85 -4.89
H -28.92 -8.13 -4.55
H -30.13 -8.63 -5.66
H -27.11 -8.53 -6.04
H -28.18 -8.38 -7.29
N -25.70 -2.17 -13.23
S -26.07 -1.76 -14.69
O -27.45 -1.91 -15.02
O -25.07 -2.14 -15.63
F -25.92 -0.18 -14.61
S -25.60 -3.78 -13.31
O -24.28 -4.29 -13.31
O -26.54 -4.52 -14.09
F -26.20 -3.99 -11.82
C -23.84 -8.64 -14.42
C -23.53 -9.52 -15.63
O -24.55 -9.95 -16.26
O -22.35 -9.65 -15.97
H -24.55 -7.87 -14.72
H -22.99 -8.15 -13.93
H -24.36 -9.21 -13.65
*
```

Output
- LUMO (eV) = -4.699
- E (hartree) = -4189.1364

Löwdin population analysis, charges in e, atoms 1 to 99:
1 C -0.07
2 C -0.66
3 C -0.06
4 O -0.32
5 H 0.08
6 H 0.06
7 H 0.03
8 H 0.08
9 H 0.08
10 H 0.03
11 H 0.06
12 C -0.10
13 C -0.75
14 C -0.10
15 O -0.27
16 H 0.05
17 H 0.07
18 H 0.02
19 H 0.10
20 H 0.03
21 H 0.05
22 H 0.04
23 C -0.08
24 C -0.23
25 C -0.14
26 N -0.27
27 C 0.03
28 C -0.09
29 C -0.12
30 C -0.15
31 C -0.07
32 H 0.08
33 H 0.08
34 H 0.08
35 H 0.10
36 H 0.11
37 H 0.13
38 H 0.14
39 H 0.12
40 H 0.12
41 H 0.11
42 H 0.12
43 H 0.13
44 H 0.09
45 H 0.10
46 H 0.10
47 H 0.08
48 H 0.14
49 H 0.14
50 C -0.09
51 C -0.23
52 C -0.15
53 N -0.24
54 C 0.03
55 C -0.09
56 C -0.16
57 C -0.15
58 C -0.07
59 H 0.08
60 H 0.08
61 H 0.08
62 H 0.12
63 H 0.11
64 H 0.14
65 H 0.14
66 H 0.13
67 H 0.10
68 H 0.11
69 H 0.11
70 H 0.12
71 H 0.09
72 H 0.12
73 H 0.10
74 H 0.12
75 H 0.14
76 H 0.14
77 C -0.09
78 C -0.23
79 C -0.11
80 N -0.27
81 C 0.05
82 C -0.08
83 C -0.13
84 C -0.13
85 C -0.12
86 H 0.08
87 H 0.09
88 H 0.08
89 H 0.10
90 H 0.10
91 H 0.14
92 H 0.14
93 H 0.12
94 H 0.08
95 H 0.12
96 H 0.15
97 H 0.13
98 H 0.13
99 H 0.13